1.
The following is a quantum chemistry calculation of C23H25IrN2O as an isolated structure, from OMol25.

The geometry in XYZ format:
```
52
Properties=species:S:1:pos:R:3:forces:R:3
C -0.353043 -3.669468 1.372516 -1.16 0.55 0.61
C -1.057836 -2.454760 1.699133 -1.46 -0.89 -1.32
C -1.443648 -1.847988 0.437795 -0.53 -1.04 0.81
H -1.306729 -2.115146 2.697653 -0.12 -0.09 -0.24
C -0.895496 -2.619566 -0.632542 -0.84 -1.19 1.30
C -0.184671 -3.738086 -0.030649 -2.65 0.30 -1.64
H -1.089443 -2.443513 -1.689637 0.43 -0.01 0.37
C 2.871700 -1.662667 2.058047 0.65 0.15 0.76
C 1.620865 -1.423026 2.726144 0.99 2.30 1.26
C 1.209229 -0.071911 2.312697 0.19 -0.11 -0.15
H 1.127594 -1.973742 3.508743 0.52 -0.03 0.35
C 2.045510 0.328532 1.234817 0.90 -0.14 1.22
C 3.012072 -0.732066 1.006843 0.25 1.72 1.12
H -2.216098 -1.103492 0.362326 0.37 0.58 -0.18
H 0.369500 -4.407803 -0.654658 0.03 -0.49 0.33
H -0.020558 -4.305331 2.146672 0.65 -0.80 0.21
H 3.799442 -0.670904 0.253331 -0.24 -0.33 0.39
H 0.425006 0.550166 2.751043 0.19 -0.51 -0.20
H 3.561947 -2.460080 2.269832 -0.29 -0.11 -0.17
Ir 0.903569 -1.929788 0.832957 -0.67 3.23 -2.78
C 2.160720 1.697834 0.608545 -0.61 -0.27 -0.21
C 3.540707 2.308415 0.862534 0.77 0.39 0.04
C 1.091329 2.640684 1.169230 -0.16 0.03 0.11
H 3.827856 2.270125 1.930767 -0.27 -0.11 -0.47
H 3.574071 3.381087 0.567482 -0.17 -0.60 0.06
H 4.332798 1.796115 0.286637 -0.33 0.12 0.27
H 1.346133 2.932057 2.199771 -0.12 -0.08 -0.30
H 0.108810 2.149083 1.187401 0.17 0.20 -0.07
H 1.020341 3.555715 0.562399 0.05 -0.19 0.16
C 1.964863 1.509003 -0.908699 0.22 0.71 -0.34
C 0.573397 1.019841 -1.276422 0.72 -1.75 1.39
H 2.724096 0.788179 -1.281287 -0.62 0.23 0.11
H 2.166284 2.461707 -1.437209 -0.04 -0.30 0.23
O 0.097710 -0.016421 -0.771900 0.67 1.26 -1.32
N -0.082184 1.694368 -2.208975 -0.84 -0.24 -1.21
C -1.169243 1.085261 -2.985922 -0.34 0.70 0.01
H 0.170573 2.632235 -2.416241 0.44 0.38 -0.27
C -2.458277 1.011435 -2.201276 -0.83 -0.17 0.25
C -3.342308 -0.081293 -2.345177 0.57 0.55 0.02
H -3.041231 -0.872907 -3.047092 -0.35 0.21 0.45
C -4.536258 -0.123784 -1.621269 0.25 0.39 0.02
H -5.206495 -0.976371 -1.736398 0.15 0.26 0.08
C -4.862633 0.934842 -0.753246 0.21 -0.10 -0.19
H -5.797013 0.904157 -0.189534 0.30 0.00 -0.15
C -4.001092 2.029781 -0.620756 0.44 -0.07 -0.33
H -4.236795 2.866710 0.045139 -0.04 -0.40 -0.25
C -2.800053 2.071291 -1.354422 -0.41 -0.30 0.07
H -2.117765 2.930027 -1.281878 -0.41 -0.40 0.14
H -0.881854 0.092718 -3.346417 0.12 0.17 0.16
H -1.326694 1.742329 -3.869664 0.18 -0.45 0.45
N 2.632148 -4.286601 1.118836 -1.43 2.70 -3.38
C 2.149149 -3.396985 0.451983 4.50 -5.96 2.43
```
Forces are in eV/Å.

Values from the calculation:
Net charge: 0
LUMO (alpha / beta) in hartree: 0.0104 / -0.0402
Energy relative to the best compared isomer or geometry (same formula, charge and spin) in kJ/mol: 120.8
Spin multiplicity: 5
HOMO-LUMO gap (alpha / beta) in Ha: 0.20153 / 0.24576
F_max in eV Å⁻¹: 7.85
<S²>: 6.023

2.
The following is a quantum chemistry calculation of C23H25IrN7OPS2 as an isolated structure, from OMol25.

The geometry in XYZ format:
```
60
Properties=species:S:1:pos:R:3:forces:R:3
Ir -0.782943 -0.992048 0.709395 -0.34 -0.79 1.42
O -0.689643 -1.073848 2.765395 0.26 0.68 -0.34
N -1.345643 -2.030948 3.410495 -0.55 -0.80 -0.01
C -1.483243 -1.915048 4.745295 0.02 0.17 0.43
C -2.189143 -2.843848 5.466495 0.04 -0.06 -0.33
C -2.757143 -3.934748 4.806995 0.12 0.17 -0.09
C -2.582243 -4.060448 3.446095 0.12 0.21 0.17
C -1.872143 -3.083548 2.744295 0.13 0.02 0.11
S -1.675643 -3.165348 1.029195 0.66 1.28 -0.79
H -1.025643 -1.047848 5.195895 0.06 0.06 -0.13
H -2.302743 -2.710848 6.528995 0.04 0.04 0.10
H -3.327043 -4.659448 5.362195 -0.08 -0.17 0.03
H -2.994043 -4.887848 2.890195 -0.02 -0.06 -0.03
N -1.995243 0.462352 -3.036505 -1.18 1.27 2.46
C -1.424443 -0.181448 -4.098405 1.57 -1.91 -2.00
C -1.544843 0.333852 -5.395005 -0.01 0.03 1.10
C -0.953043 -0.308048 -6.457805 0.48 -0.76 -0.17
C -0.240243 -1.497648 -6.262705 -0.42 0.72 -0.41
C -0.107143 -2.022448 -4.995005 -0.06 0.25 0.82
C -0.681143 -1.366648 -3.905405 -0.63 1.18 -0.82
S -0.551743 -2.060148 -2.304205 0.48 -1.64 -0.09
N -0.981243 -0.815048 -1.289405 -2.54 4.07 -0.59
C -1.721643 0.268652 -1.711105 2.48 -3.95 -1.74
C -2.144043 1.208152 -0.744905 -0.93 2.31 2.18
C -2.752943 2.458052 -1.036105 0.61 -1.50 -0.31
C -3.078943 3.313652 -0.017305 0.02 0.12 1.09
C -2.816543 2.939952 1.308295 -0.23 0.00 -0.93
C -2.218843 1.717252 1.537795 -0.01 -0.03 0.55
N -1.888943 0.882352 0.561895 1.66 -0.77 -1.71
H -2.620943 1.226952 -3.256005 0.16 -0.19 -0.01
H -2.085043 1.257752 -5.538105 -0.11 0.12 -0.09
H -1.031143 0.114252 -7.446205 -0.06 0.01 -0.11
H 0.205657 -1.995248 -7.109405 0.04 -0.07 -0.03
H 0.446457 -2.934448 -4.831105 0.07 -0.11 -0.01
H -2.944943 2.753452 -2.056605 0.00 0.01 -0.04
H -3.526043 4.271752 -0.234705 -0.05 0.06 -0.01
H -3.075143 3.581552 2.131095 0.00 0.10 0.16
H -1.988143 1.386052 2.539795 0.09 -0.04 0.05
C 4.288357 0.849652 -0.423605 -0.08 0.01 -0.08
N 3.134457 1.715852 -0.600505 0.21 0.50 -0.47
C 3.030057 2.619652 0.533595 0.05 0.01 0.06
N 2.951157 1.893252 1.790295 0.23 0.84 0.61
C 4.107357 1.026952 1.943995 -0.22 0.03 -0.05
N 4.191757 0.111752 0.821795 0.42 -0.36 0.04
C 3.158657 -0.879348 0.812995 -0.33 -1.19 0.01
P 1.455757 -0.087948 0.623395 -0.60 1.34 0.18
C 1.916557 0.994952 -0.846405 -0.63 -0.41 -0.05
C 1.701357 1.215152 1.957195 -0.55 -0.50 -0.16
H 5.191157 1.464552 -0.402705 -0.08 -0.06 0.01
H 4.358957 0.152452 -1.259305 0.02 0.00 -0.01
H 2.139357 3.243152 0.419495 0.08 0.02 0.01
H 3.913657 3.263952 0.553595 -0.11 -0.08 -0.01
H 4.029057 0.462652 2.876395 0.04 0.06 -0.04
H 5.011457 1.639752 1.969295 -0.08 -0.07 0.02
H 3.179257 -1.448948 1.747995 -0.03 -0.02 -0.16
H 3.319757 -1.565048 -0.026205 -0.08 -0.02 0.18
H 1.103157 1.706052 -1.029505 0.01 -0.08 -0.04
H 2.032957 0.365452 -1.734405 -0.10 0.01 0.04
H 1.653957 0.732152 2.937695 -0.07 0.03 -0.06
H 0.879357 1.934852 1.881095 0.00 -0.06 0.09
```
Forces are in eV/Å.

Values from the calculation:
Net charge: +2
LUMO in hartree: -0.2750
HOMO-LUMO gap in Ha: 0.19764
F_max in eV Å⁻¹: 4.98

3.
The following is a quantum chemistry calculation of a single C23H25N3O4 molecule, from OMol25.

The geometry in XYZ format:
```
55
Properties=species:S:1:pos:R:3:forces:R:3
O 2.518377 0.782224 -2.113899 -0.23 0.00 -0.18
C 2.997739 0.082607 -1.242607 0.52 0.08 0.17
N 3.778736 0.549513 -0.247865 0.16 0.00 0.26
C 3.938802 1.962636 -0.003121 0.01 0.30 -0.07
C 3.051283 2.431231 1.109329 -0.57 -0.53 -0.15
C 1.793573 2.059884 1.485146 0.61 0.06 -0.29
C 1.468815 2.861317 2.608553 0.36 0.38 0.18
C 2.548658 3.655091 2.829960 -0.76 -0.08 0.34
O 3.515752 3.399968 1.929502 0.43 0.09 -0.23
C 2.761184 -1.425238 -1.116133 -0.06 0.01 -0.06
O 3.686626 -2.183304 -0.876867 -0.20 0.17 -0.04
C 1.371294 -1.789571 -1.187050 -0.42 -0.03 -0.13
C 0.311671 -0.915895 -1.337710 0.55 -0.10 -0.13
N -0.863279 -1.570330 -1.241785 0.00 0.17 -0.22
C -2.117319 -0.889626 -1.120941 0.06 0.22 0.22
C -2.089233 -0.034237 0.167941 -0.19 -0.24 -0.27
O -1.061655 0.063459 0.809604 0.23 0.06 0.17
N -3.232894 0.573130 0.533207 -0.08 0.17 0.17
C -4.473027 0.530362 -0.210195 -0.41 -0.13 -0.09
C -5.215542 1.871956 -0.217255 0.23 -0.07 -0.18
C -4.295938 3.075405 -0.443322 -0.24 0.12 0.19
C -3.745623 3.654097 0.860463 0.28 -0.08 -0.14
C -2.712877 2.763652 1.545569 -0.29 0.00 0.06
C -3.198986 1.332034 1.773606 0.43 0.13 0.26
C -0.613868 -2.903801 -0.991213 0.45 -0.64 0.11
C -1.484518 -3.967453 -0.804198 -0.14 0.08 0.01
C -0.932591 -5.215362 -0.592378 -0.10 -0.02 0.02
C 0.449242 -5.404862 -0.568098 0.08 -0.11 0.02
C 1.320705 -4.352158 -0.753756 -0.02 -0.03 0.01
C 0.787086 -3.086455 -0.967604 -0.29 0.14 0.02
H 4.115331 -0.104882 0.442199 -0.05 -0.03 -0.10
H 3.671295 2.465349 -0.940308 0.16 -0.03 0.18
H 4.979041 2.194679 0.241833 -0.09 0.00 -0.08
H 1.170885 1.312091 1.037316 -0.11 -0.22 -0.16
H 0.555637 2.838452 3.166564 -0.17 0.05 0.18
H 2.750701 4.410903 3.562543 0.12 0.10 0.06
H 0.342670 0.138646 -1.530485 -0.01 0.16 0.01
H -2.925241 -1.621335 -1.078914 0.04 0.11 -0.11
H -2.261278 -0.232427 -1.986398 -0.11 -0.15 0.07
H -4.255415 0.259705 -1.243263 -0.03 -0.03 0.05
H -5.130944 -0.242392 0.211906 0.03 0.03 -0.14
H -5.762765 2.010825 0.715963 -0.07 -0.03 0.00
H -5.957312 1.818641 -1.016462 -0.06 -0.05 0.06
H -3.470045 2.794869 -1.099503 0.06 0.03 -0.13
H -4.865146 3.858730 -0.947576 0.05 -0.02 -0.07
H -3.281260 4.619574 0.650158 -0.05 0.06 0.05
H -4.579287 3.834569 1.544033 -0.05 0.06 0.01
H -2.453632 3.201743 2.510748 0.09 0.01 0.04
H -1.800534 2.718478 0.948498 0.07 -0.01 0.04
H -4.191640 1.317252 2.224660 -0.02 -0.04 0.02
H -2.497701 0.823432 2.440399 -0.21 0.04 -0.03
H -2.557278 -3.837852 -0.821109 -0.09 0.00 0.00
H -1.584803 -6.063075 -0.442233 -0.06 -0.05 0.01
H 0.837585 -6.398357 -0.399914 0.05 -0.08 0.01
H 2.389886 -4.489213 -0.735476 0.09 -0.02 0.01
```
Forces are in eV/Å.

Values from the calculation:
Net charge: 0
LUMO in hartree: 0.0153
Energy relative to the best compared isomer or geometry (same formula, charge and spin) in kJ/mol: 203.0
HOMO-LUMO gap in Ha: 0.31375
F_max in eV Å⁻¹: 0.84
SMILES string: O=C(NCc1ccco1)C(=O)c1cn(CC(=O)N2CCCCCC2)c2ccccc12